No. 1
C2H5NO2 | ωB97M-V/def2-TZVPD

```
10
C2H5NO2, DFT ωB97M-V/def2-TZVPD
O -0.8980 -1.1259 -1.2783
C -1.2452 -0.1798 -0.6240
N -0.4312 0.6345 0.1465
C 0.8526 0.1659 0.7003
O 1.4023 -0.9587 0.0723
H -2.3112 0.0977 -0.5295
H -0.4507 1.6078 -0.1121
H 0.6749 -0.0853 1.7432
H 1.5605 0.9848 0.5746
H 0.8458 -1.1410 -0.6930
```

Summary:
- strongest force on any atom (eV/A) = 1.14
- total charge = 0
- E_HOMO (eV) = -9.9
- SMILES = O=CNCO
- total energy (Eh) = -284.42084
- orbital gap (eV) = 10.618

No. 2
C8H23B3ClO7PS2 | ωB97M-V/def2-TZVPD

```
45
C8H23B3ClO7PS2, DFT ωB97M-V/def2-TZVPD
O -4.0403 0.8579 5.7020
P -4.3836 -0.1518 4.4879
O -5.9420 0.1223 4.2128
S -3.8855 -1.9621 4.8254
B -3.6003 0.4831 2.8225
O -4.3309 1.1906 1.9050
B -4.0616 0.9201 0.5613
S -5.3857 0.9236 -0.6545
O -2.7511 0.5956 0.2404
B -2.1336 -0.2094 1.1745
Cl -1.2564 -1.6333 0.7088
O -2.3118 0.1105 2.5078
H -3.6187 1.6828 5.4421
H -6.4843 -0.0237 4.9951
H -4.7147 0.1012 -1.4742
C 1.2481 0.8632 0.8139
C 1.7466 0.0590 2.0030
O 2.8912 -0.7267 1.7210
C 4.0441 -0.0227 1.2938
C 4.5597 0.9947 2.2968
H 1.0372 0.2106 -0.0341
H 0.3348 1.4017 1.0784
H 1.9823 1.6055 0.4971
H 0.9908 -0.6608 2.3162
H 1.9284 0.7224 2.8566
H 3.8687 0.4578 0.3238
H 4.7940 -0.7974 1.1331
H 3.8461 1.8017 2.4676
H 5.4811 1.4433 1.9230
H 4.7701 0.5168 3.2544
C 1.1327 -1.6653 -2.4958
C 0.8488 -2.0132 -3.9461
O -0.0632 -1.1340 -4.5831
C 0.3212 0.2285 -4.6363
C 1.6244 0.4802 -5.3748
H 0.2051 -1.6305 -1.9232
H 1.7871 -2.4166 -2.0518
H 1.6295 -0.6987 -2.3973
H 0.3739 -2.9925 -4.0079
H 1.7858 -2.0765 -4.5115
H 0.3692 0.6572 -3.6282
H -0.4999 0.7252 -5.1539
H 2.4762 0.0188 -4.8737
H 1.8143 1.5532 -5.4270
H 1.5724 0.0875 -6.3911
```

Summary:
- strongest force on any atom (eV/A) = 1.06
- total charge = 0
- E_HOMO (eV) = -9.2
- SMILES = OP(O)(=S)B1OB(S)OB(Cl)O1.CCOCC.CCOCC
- total energy (Eh) = -2518.15366
- orbital gap (eV) = 9.064

No. 3
C24H46Br2O21 | ωB97M-V/def2-TZVPD

```
93
C24H46Br2O21, DFT ωB97M-V/def2-TZVPD
C 0.0271 0.5127 1.2882
C 0.5778 0.9955 -0.0702
C 0.2804 0.1237 -1.3200
O -0.3469 1.0397 -2.2515
C -0.6602 2.1932 -1.6422
O -1.2996 3.1264 -2.0969
O -0.1012 2.2282 -0.3965
H 0.3896 1.1803 2.0698
H 0.4355 -0.4699 1.5245
H -1.0579 0.5414 1.3884
H 1.6480 1.2002 -0.0387
H -0.4730 -0.6282 -1.0847
H 1.1624 -0.4117 -1.6715
C -2.3459 -0.1103 6.2878
O -1.7721 1.0043 5.6499
C -0.4226 1.1143 5.6184
O 0.4087 0.2637 6.0172
O -0.1711 2.1959 4.9325
C 1.1503 2.5750 4.7608
H -2.1199 -1.1381 6.0036
H -3.4110 0.0459 6.4590
H -1.9148 -0.0895 7.2887
H 1.7074 2.7788 5.6753
H 1.2446 3.4763 4.1550
H 1.8140 1.9184 4.1982
C 1.4926 -1.6776 4.0719
O 1.6540 -2.8771 3.2791
C 1.1648 -4.0382 3.7961
O 0.3423 -4.1224 4.7093
O 1.8104 -5.0104 3.2841
C 1.3953 -6.3119 3.4172
H 2.1315 -1.6866 4.9550
H 0.4354 -1.5415 4.2998
H 1.6283 -0.8333 3.3960
H 1.8479 -6.8670 2.5955
H 0.3118 -6.4301 3.4051
H 1.6631 -6.7166 4.3932
C -1.5880 -0.9735 -4.6552
O -2.2017 -1.1689 -5.9246
C -2.7616 -2.3876 -6.2478
O -2.5958 -3.4367 -5.6904
O -3.3486 -2.2350 -7.4543
C -3.7707 -3.3704 -8.2025
H -0.7279 -0.3061 -4.7089
H -1.4405 -1.9465 -4.1867
H -2.1871 -0.5083 -3.8724
H -4.3193 -3.1334 -9.1141
H -4.4919 -3.9370 -7.6135
H -2.8696 -3.9641 -8.3566
C -4.1173 1.0578 -1.0567
O -5.1938 0.5371 -0.2024
C -6.0911 1.4088 0.3193
O -6.1857 2.6158 0.0734
O -7.0075 0.6734 1.0320
C -8.0656 1.3495 1.6524
H -3.1498 0.5698 -0.9387
H -4.0140 2.1427 -1.0754
H -4.5037 0.8422 -2.0529
H -8.7428 1.6777 0.8640
H -7.7507 2.2703 2.1434
H -8.6469 0.6486 2.2515
C 5.6890 -0.8577 2.4256
O 5.7435 -0.0129 1.2872
C 4.7566 0.8164 0.9872
O 3.7820 0.9184 1.7291
O 4.9878 1.4622 -0.1572
C 4.0000 2.4057 -0.6817
H 4.7510 -1.4116 2.3860
H 5.6848 -0.3426 3.3862
H 6.5933 -1.4633 2.4845
H 3.3152 2.6833 0.1195
H 3.4176 2.0385 -1.5267
H 4.5855 3.2607 -1.0196
C 0.5308 3.7175 -5.0480
O 0.7364 4.5852 -3.9667
C 1.9840 5.2039 -3.7081
O 2.8593 5.3293 -4.5118
O 1.9756 5.5717 -2.4555
C 3.1777 5.8250 -1.7936
H 1.2924 2.9433 -5.1414
H 0.3570 4.2454 -5.9856
H -0.2956 3.0863 -4.7214
H 3.8884 5.0569 -2.0985
H 2.9604 5.8711 -0.7265
H 3.5901 6.7952 -2.0708
Br 0.8943 -6.2518 0.0835
C 1.2535 -4.3246 -0.0658
C 2.3893 -4.1330 -1.1155
Br 2.9268 -2.2574 -0.9096
H 1.6122 -3.9060 0.8745
H 0.3552 -3.7881 -0.3713
H 2.0919 -4.3040 -2.1501
H 3.2583 -4.7428 -0.8683
```

Summary:
- strongest force on any atom (eV/A) = 4.43
- total charge = 0
- E_HOMO (eV) = -10.6
- SMILES = C[C@H]1COC(=O)O1.COC(=O)OC.COC(=O)OC.COC(=O)OC.COC(=O)OC.COC(=O)OC.COC(=O)OC.BrCCBr
- total energy (Eh) = -7670.09714
- orbital gap (eV) = 10.815

So what do the calculations give for relative energy (zero: lowest compared OMol25 entry of this formula, charge and spin)? Going down the list: 29.19; 0.00; 0.00 kcal per mole.